Entry 1:
10 unconnected molecules or ions with the total composition C15H39N12O21 at a distorted geometry, computed with wB97M-V/def2-TZVPD.

Output
calculated total energy: -77040.421 eV
strongest force on any atom: 5.272 eV Å⁻¹
gap between HOMO and LUMO: 5.6179 eV
charge: -1
highest occupied orbital energy: -0.1717 Eh

```
87
C15H39N12O21 | the Open Molecules 2025 dataset | wB97M-V/def2-TZVPD
C 0.27 -1.22 1.92
C -0.42 -2.39 1.05
O -0.02 -3.59 1.09
N -1.59 -1.98 0.25
C -1.43 -2.31 -1.20
C -2.89 -2.46 0.82
N -4.01 -1.51 0.57
C -3.78 -0.17 1.16
N -4.50 0.84 0.28
C -2.82 -2.87 2.37
O -3.10 -4.07 2.70
O -2.50 -1.96 3.37
H 0.87 -1.62 2.79
H 0.95 -0.55 1.26
H -0.59 -0.52 2.25
H -1.67 -3.39 -1.48
H -2.13 -1.60 -1.79
H -0.36 -2.00 -1.48
H -3.15 -3.44 0.25
H -4.15 -1.49 -0.45
H -4.15 -0.13 2.25
H -2.69 0.17 1.18
H -4.14 1.79 0.49
H -4.12 0.65 -0.67
C 2.47 -1.66 -4.33
N 1.06 -1.47 -3.89
O 0.78 -0.43 -3.33
O 0.29 -2.39 -4.13
H 3.04 -0.77 -4.06
H 2.86 -2.54 -3.82
H 2.46 -1.80 -5.41
C -4.50 -0.62 5.33
N -4.30 0.85 5.44
O -4.25 1.49 4.40
O -4.21 1.31 6.57
H -4.57 -0.88 4.27
H -3.65 -1.10 5.80
H -5.43 -0.86 5.85
C -1.18 2.05 5.24
N 0.30 2.09 5.13
O 0.93 2.52 6.09
O 0.79 1.68 4.09
H -1.47 2.45 6.21
H -1.58 2.67 4.44
H -1.49 1.02 5.13
C 2.22 4.04 2.01
N 1.39 3.68 0.84
O 1.95 3.14 -0.10
O 0.20 3.94 0.90
H 3.25 3.75 1.82
H 2.14 5.12 2.15
H 1.83 3.50 2.88
C 3.82 -2.24 4.56
N 4.69 -1.47 3.63
O 5.72 -2.00 3.26
O 4.30 -0.35 3.32
H 4.28 -3.20 4.75
H 3.72 -1.66 5.48
H 2.85 -2.37 4.07
C -1.40 6.41 -0.65
N -2.81 6.62 -0.21
O -3.08 7.68 0.34
O -3.59 5.71 -0.43
H -0.83 7.29 -0.39
H -1.02 5.53 -0.13
H -1.42 6.26 -1.73
C 1.68 -4.17 -8.02
N 2.73 -3.97 -6.99
O 3.37 -2.93 -7.03
O 2.88 -4.87 -6.18
H 1.66 -3.30 -8.67
H 1.94 -5.07 -8.58
H 0.73 -4.29 -7.50
C 2.78 -8.21 -4.75
N 2.75 -9.35 -5.70
O 2.42 -9.11 -6.85
O 3.05 -10.44 -5.26
H 2.49 -7.30 -5.28
H 2.08 -8.43 -3.95
H 3.80 -8.12 -4.37
C 1.87 9.50 -1.68
N 1.26 8.16 -1.51
O 1.93 7.30 -0.96
O 0.12 8.01 -1.93
H 2.87 9.49 -1.26
H 1.90 9.72 -2.74
H 1.24 10.22 -1.15
```



Entry 2:
A molecular structure, C65H57As3N5O2STl, computed with wB97M-V/def2-TZVPD.

Output
calculated total energy: -277922.886 eV
strongest force on any atom: 0.680 eV Å⁻¹
gap between HOMO and LUMO: 5.2625 eV
charge: -2
highest occupied orbital energy: -0.0476 Eh

```
134
C65H57As3N5O2STl | the Open Molecules 2025 dataset | wB97M-V/def2-TZVPD
Tl -0.42 -0.20 0.25
C 3.10 -5.18 5.58
C 1.83 -5.62 5.24
C 1.08 -4.94 4.29
C 1.59 -3.80 3.66
C 2.86 -3.37 4.02
C 3.61 -4.05 4.96
C 0.80 -3.07 2.63
C -0.40 -2.47 3.05
C -0.95 -2.57 4.39
C -2.12 -1.89 4.36
C -2.27 -1.38 3.01
C -3.43 -0.71 2.55
C -4.40 -0.31 3.60
C -4.01 0.55 4.62
C -4.89 0.93 5.62
C -6.20 0.46 5.61
C -6.60 -0.41 4.61
C -5.71 -0.79 3.62
C -3.76 -0.46 1.21
N -2.99 -0.77 0.15
C -3.69 -0.45 -0.96
C -3.25 -0.66 -2.28
C -4.23 -0.36 -3.37
C -4.54 0.95 -3.72
C -5.46 1.21 -4.73
C -6.08 0.17 -5.40
C -5.77 -1.14 -5.06
C -4.86 -1.40 -4.05
C -2.02 -1.19 -2.68
C -1.63 -1.40 -4.07
C -0.40 -1.94 -4.05
C -0.02 -2.06 -2.65
N -1.01 -1.56 -1.87
C 1.14 -2.68 -2.18
C 1.47 -2.93 -0.83
C 2.50 -3.86 -0.42
C 2.41 -3.98 0.92
C 1.31 -3.11 1.33
N 0.80 -2.48 0.25
C 2.06 -3.28 -3.18
C 1.62 -4.24 -4.09
C 2.49 -4.80 -5.02
C 3.82 -4.41 -5.05
C 4.28 -3.48 -4.13
C 3.41 -2.92 -3.21
C -4.97 0.11 -0.60
C -5.01 0.13 0.75
N -1.20 -1.72 2.27
H 3.68 -5.71 6.32
H 1.42 -6.51 5.71
H 0.10 -5.29 4.01
H 3.26 -2.49 3.52
H 4.60 -3.69 5.22
H -0.51 -3.08 5.22
H -2.83 -1.77 5.17
H -2.98 0.91 4.63
H -4.56 1.60 6.40
H -6.89 0.76 6.39
H -7.61 -0.80 4.60
H -6.02 -1.48 2.85
H -4.04 1.76 -3.20
H -5.68 2.24 -4.99
H -6.79 0.38 -6.19
H -6.25 -1.96 -5.58
H -4.62 -2.42 -3.78
H -2.23 -1.16 -4.93
H 0.21 -2.21 -4.90
H 3.18 -4.39 -1.08
H 2.98 -4.62 1.57
H 0.59 -4.55 -4.06
H 2.12 -5.54 -5.72
H 4.50 -4.84 -5.78
H 5.31 -3.17 -4.14
H 3.77 -2.20 -2.49
H -5.73 0.46 -1.28
H -5.81 0.51 1.37
C 4.35 0.37 2.83
As 2.41 0.32 2.44
C 1.93 0.20 4.37
C 2.16 2.26 2.18
C 3.21 2.97 1.58
C 3.10 4.31 1.29
C 1.92 4.99 1.59
C 0.87 4.29 2.16
C 0.97 2.93 2.45
As -0.59 2.01 3.22
C -0.73 3.12 4.86
C -2.02 2.92 2.24
H 4.90 0.38 1.89
H 4.60 -0.53 3.38
H 4.61 1.25 3.43
H 2.03 1.17 4.87
H 2.60 -0.52 4.83
H 0.91 -0.16 4.48
H 4.11 2.44 1.30
H 3.92 4.84 0.82
H 1.82 6.05 1.36
H -0.06 4.82 2.36
H -0.51 4.17 4.65
H -0.05 2.76 5.63
H -1.76 3.05 5.24
H -2.17 3.94 2.59
H -2.94 2.35 2.36
H -1.77 2.93 1.18
C -0.22 4.04 -4.85
As -0.52 4.36 -2.96
C 1.07 4.64 -1.90
C -1.12 6.22 -3.06
S -2.09 3.30 -2.11
H -0.27 4.99 -5.38
H -1.03 3.38 -5.16
H 0.73 3.54 -5.02
H 1.78 5.25 -2.46
H 1.51 3.69 -1.59
H 0.73 5.17 -1.01
H -0.36 6.88 -3.49
H -1.37 6.56 -2.05
H -2.03 6.26 -3.67
O 1.12 2.05 -3.41
C 2.07 1.55 -2.80
N 2.22 1.36 -1.47
C 3.50 0.94 -1.24
O 4.02 0.70 -0.16
C 4.26 0.85 -2.55
C 5.57 0.57 -2.85
C 5.95 0.60 -4.19
C 5.02 0.90 -5.19
C 3.70 1.21 -4.87
C 3.35 1.18 -3.53
H 6.28 0.32 -2.07
H 6.97 0.38 -4.47
H 5.34 0.91 -6.22
H 2.97 1.45 -5.63
```



Q: Look up the charge of the first one.
A: -1



Copy entry 1 word for word.
10 unconnected molecules or ions with the total composition C15H39N12O21 at a distorted geometry, computed with wB97M-V/def2-TZVPD.

Output
calculated total energy: -77040.421 eV
strongest force on any atom: 5.272 eV Å⁻¹
gap between HOMO and LUMO: 5.6179 eV
charge: -1
highest occupied orbital energy: -0.1717 Eh

```
87
C15H39N12O21 | the Open Molecules 2025 dataset | wB97M-V/def2-TZVPD
C 0.27 -1.22 1.92
C -0.42 -2.39 1.05
O -0.02 -3.59 1.09
N -1.59 -1.98 0.25
C -1.43 -2.31 -1.20
C -2.89 -2.46 0.82
N -4.01 -1.51 0.57
C -3.78 -0.17 1.16
N -4.50 0.84 0.28
C -2.82 -2.87 2.37
O -3.10 -4.07 2.70
O -2.50 -1.96 3.37
H 0.87 -1.62 2.79
H 0.95 -0.55 1.26
H -0.59 -0.52 2.25
H -1.67 -3.39 -1.48
H -2.13 -1.60 -1.79
H -0.36 -2.00 -1.48
H -3.15 -3.44 0.25
H -4.15 -1.49 -0.45
H -4.15 -0.13 2.25
H -2.69 0.17 1.18
H -4.14 1.79 0.49
H -4.12 0.65 -0.67
C 2.47 -1.66 -4.33
N 1.06 -1.47 -3.89
O 0.78 -0.43 -3.33
O 0.29 -2.39 -4.13
H 3.04 -0.77 -4.06
H 2.86 -2.54 -3.82
H 2.46 -1.80 -5.41
C -4.50 -0.62 5.33
N -4.30 0.85 5.44
O -4.25 1.49 4.40
O -4.21 1.31 6.57
H -4.57 -0.88 4.27
H -3.65 -1.10 5.80
H -5.43 -0.86 5.85
C -1.18 2.05 5.24
N 0.30 2.09 5.13
O 0.93 2.52 6.09
O 0.79 1.68 4.09
H -1.47 2.45 6.21
H -1.58 2.67 4.44
H -1.49 1.02 5.13
C 2.22 4.04 2.01
N 1.39 3.68 0.84
O 1.95 3.14 -0.10
O 0.20 3.94 0.90
H 3.25 3.75 1.82
H 2.14 5.12 2.15
H 1.83 3.50 2.88
C 3.82 -2.24 4.56
N 4.69 -1.47 3.63
O 5.72 -2.00 3.26
O 4.30 -0.35 3.32
H 4.28 -3.20 4.75
H 3.72 -1.66 5.48
H 2.85 -2.37 4.07
C -1.40 6.41 -0.65
N -2.81 6.62 -0.21
O -3.08 7.68 0.34
O -3.59 5.71 -0.43
H -0.83 7.29 -0.39
H -1.02 5.53 -0.13
H -1.42 6.26 -1.73
C 1.68 -4.17 -8.02
N 2.73 -3.97 -6.99
O 3.37 -2.93 -7.03
O 2.88 -4.87 -6.18
H 1.66 -3.30 -8.67
H 1.94 -5.07 -8.58
H 0.73 -4.29 -7.50
C 2.78 -8.21 -4.75
N 2.75 -9.35 -5.70
O 2.42 -9.11 -6.85
O 3.05 -10.44 -5.26
H 2.49 -7.30 -5.28
H 2.08 -8.43 -3.95
H 3.80 -8.12 -4.37
C 1.87 9.50 -1.68
N 1.26 8.16 -1.51
O 1.93 7.30 -0.96
O 0.12 8.01 -1.93
H 2.87 9.49 -1.26
H 1.90 9.72 -2.74
H 1.24 10.22 -1.15
```



Q: gap between HOMO and LUMO of number 2 (C65H57As3N5O2STl)?
A: 5.2625 eV



Q: The highest charge belongs to which entry?
A: C15H39N12O21